Here is a structure of composition C23H47InNS2 from the OMol25 dataset. Energies are from ωB97M-V/def2-TZVPD.

Results
* strongest force on any atom: 4.1 eV/Å
* gap between HOMO and LUMO: 5.953 eV
* energy: -52934.2711 eV
* HOMO: -0.14034 Eh
* total charge: -1

The geometry in XYZ format:
```
74
C23H47InNS2 ωB97M-V/def2-TZVPD
C 3.62709 0.55588 2.08769
C 5.09654 0.22548 1.92566
In 5.61618 -1.90434 1.29364
C 7.85182 -2.27020 1.20098
C 4.48553 -3.37433 2.63336
C 3.52873 -4.42611 1.81139
C 1.96775 -3.86450 1.60076
S 1.93055 -2.31050 0.55308
C 0.80840 -2.55154 -0.97412
S 0.87018 -4.05544 -1.76373
N -0.02238 -1.35188 -1.37065
C 0.84723 -0.55775 -2.32095
C 0.08702 0.67022 -3.09815
C 1.26029 1.72711 -3.58638
C 1.35075 3.09659 -2.68429
C 1.93352 2.80288 -1.15570
C 2.76025 4.14690 -0.61213
C 2.84969 4.19931 1.02890
C 1.40038 4.39939 1.78261
C -1.36004 -1.72744 -1.96725
C -2.47821 -0.69317 -1.27638
C -3.88884 -1.51640 -0.91642
C -4.98174 -0.38624 -0.44735
C -6.54478 -0.77622 -0.76642
C -7.59403 -0.44108 0.46099
C -7.37001 1.03968 1.14206
C -8.29890 1.09302 2.52445
H 2.82308 0.38766 1.23496
H 3.31640 1.05407 3.10059
H 5.95161 1.00856 2.14251
H 4.95034 -2.11152 -0.38287
H 8.18114 -3.31683 1.66854
H 8.15823 -2.26633 0.06084
H 8.50683 -1.41233 1.71099
H 3.89306 -2.75555 3.43415
H 5.31891 -3.97689 3.21807
H 3.96550 -4.78638 0.78716
H 3.40490 -5.38323 2.51036
H 1.55876 -3.55189 2.67692
H 1.27783 -4.73924 1.18859
H 1.35113 -1.29544 -3.08112
H 1.69197 -0.04857 -1.64801
H -0.77271 1.18129 -2.49019
H -0.41539 0.26277 -4.09833
H 1.06806 1.95189 -4.73090
H 2.28219 1.13041 -3.53090
H 0.29957 3.60981 -2.61002
H 2.09657 3.83151 -3.24886
H 1.05424 2.59999 -0.40852
H 2.72005 1.91600 -1.21927
H 3.86459 4.02325 -1.03313
H 2.21215 5.10163 -1.04454
H 3.50776 5.15564 1.30555
H 3.40803 3.27827 1.50553
H 0.73888 5.18638 1.21415
H 0.78193 3.41222 1.91895
H 1.64303 4.87842 2.84680
H -1.73814 -2.81373 -1.66482
H -1.39800 -1.69498 -3.14478
H -2.66701 0.26926 -1.91478
H -2.01553 -0.42041 -0.21039
H -3.68282 -2.34157 -0.10495
H -4.29528 -2.01741 -1.89962
H -4.76559 -0.15515 0.69375
H -4.74174 0.59718 -1.06386
H -6.60983 -1.94860 -0.94160
H -6.95651 -0.17668 -1.71310
H -8.73355 -0.46913 0.10699
H -7.47671 -1.33681 1.24135
H -7.68422 1.90071 0.39921
H -6.26078 1.21438 1.50258
H -9.41698 1.33313 2.25301
H -7.87327 1.91743 3.26096
H -8.25560 0.06744 3.09646
```

These are the Mulliken partial charges, in e, on atoms 1 to 8: -0.46, -0.38, 0.62, -0.95, -0.84, -0.38, -0.59, 0.20